(1)
# C4H13N2O2P

C4H13N2O2P as an isolated structure at a distorted geometry (ωB97M-V with the def2-TZVPD basis set, OMol25).

Structure (XYZ):
```
22
Properties=species:S:1:pos:R:3
C -0.864 2.078 -0.862
C -2.153 0.638 0.667
C 0.699 -0.102 1.586
C -0.862 1.358 0.478
N 2.930 1.262 -1.081
N 4.353 -0.132 0.545
O 0.247 0.359 0.427
O 1.385 -1.092 1.590
P 3.024 -0.141 -0.461
H 0.181 2.365 -1.085
H -1.247 1.580 -1.744
H -1.347 2.957 -0.748
H -2.084 -0.129 -0.122
H -2.955 1.256 0.230
H -2.380 0.264 1.692
H 3.736 -3.190 2.036
H 0.317 0.297 2.586
H -0.600 1.941 1.323
H 2.094 1.529 -1.726
H 5.004 0.573 0.597
H 4.313 -0.721 1.261
H 3.161 -2.775 1.597
```

* gap between HOMO and LUMO: 9.1 eV
* E_HOMO: -8.323 eV
* E_LUMO: 0.814 eV

(2)
# C2H4N3

A 2-piece molecular cluster, C2H4N3 overall at a distorted geometry (ωB97M-V with the def2-TZVPD basis set, OMol25).

Structure (XYZ):
```
9
Properties=species:S:1:pos:R:3
C 0.834 -1.298 0.047
C -1.188 1.028 -0.053
N -0.359 0.688 1.148
N -1.591 0.756 1.255
N 1.696 -1.638 -0.591
H -1.275 2.024 -0.580
H -1.192 0.209 -0.775
H 0.487 -0.005 0.692
H 2.590 -1.764 -1.143
```

* gap between HOMO and LUMO: 10.1 eV
* E_HOMO: -16.591 eV
* E_LUMO: -6.490 eV
* charge: +1

(3)
# CH5Cl2NP

CH5Cl2NP as an isolated structure at a distorted geometry (ωB97M-V with the def2-TZVPD basis set, OMol25).

Structure (XYZ):
```
10
Properties=species:S:1:pos:R:3
C -0.861 0.253 1.972
N 0.307 0.264 -1.307
P -0.246 1.119 0.703
Cl 1.570 1.968 0.919
Cl -1.662 2.194 -0.083
H -0.210 -0.195 2.684
H -1.926 0.044 2.001
H -0.338 0.802 -1.914
H 1.319 0.457 -1.490
H 0.078 -0.692 -1.412
```

* gap between HOMO and LUMO: 8.8 eV
* E_HOMO: -13.966 eV
* E_LUMO: -5.167 eV
* charge: +1

(4)
# C25H54O12PS5

A 6-piece molecular cluster, C25H54O12PS5 overall at a distorted geometry (ωB97M-V with the def2-TZVPD basis set, OMol25).

Structure (XYZ):
```
97
Properties=species:S:1:pos:R:3
C -0.872 -2.190 2.972
C -0.586 -1.342 1.679
C 0.044 -0.009 2.048
O -0.687 0.912 2.238
O 1.349 0.209 2.113
C 2.192 -0.949 2.352
C 3.453 -0.569 3.238
P 3.035 0.631 4.689
H -0.839 -1.489 3.809
H -1.836 -2.692 2.912
H -0.045 -2.890 3.093
H -0.016 -1.906 0.941
H -1.562 -1.130 1.267
H 2.566 -1.253 1.372
H 1.711 -1.764 2.888
H 4.291 -0.191 2.647
H 3.769 -1.515 3.707
H 2.504 1.641 3.775
H 1.721 0.007 4.920
H 3.663 -0.267 5.700
H 4.375 1.236 4.499
H 2.786 1.585 5.798
C -3.809 -1.712 -3.238
C -3.378 -0.244 -3.149
C -2.390 -0.124 -1.983
S -1.593 -1.727 -1.837
O -1.974 -2.316 -0.579
O -0.216 -1.613 -2.243
C -2.522 -2.529 -3.136
H -4.343 -1.921 -4.160
H -4.466 -1.951 -2.408
H -2.887 0.049 -4.081
H -4.232 0.419 -3.007
H -1.631 0.634 -2.167
H -2.900 0.082 -1.043
H -2.691 -3.572 -2.876
H -1.937 -2.462 -4.054
C 3.719 2.227 -0.319
C 3.985 3.736 -0.393
C 5.141 4.050 0.567
S 6.123 2.550 0.661
O 6.006 2.025 1.988
O 7.401 2.761 0.014
C 5.084 1.561 -0.403
H 3.060 1.892 -1.120
H 3.243 1.982 0.635
H 4.270 4.006 -1.414
H 3.097 4.314 -0.138
H 5.765 4.868 0.213
H 4.775 4.271 1.569
H 5.076 0.529 -0.052
H 5.496 1.614 -1.412
C 7.744 -2.606 1.325
C 7.138 -3.668 2.251
C 5.613 -3.552 2.144
S 5.272 -2.905 0.508
O 4.693 -1.597 0.650
O 4.656 -3.934 -0.295
C 6.981 -2.717 0.010
H 8.814 -2.758 1.180
H 7.600 -1.613 1.758
H 7.457 -4.661 1.923
H 7.469 -3.541 3.281
H 5.123 -4.516 2.255
H 5.212 -2.845 2.871
H 7.084 -1.838 -0.625
H 7.267 -3.614 -0.541
C -9.727 -1.481 -2.356
C -9.318 -1.616 -0.884
C -7.785 -1.606 -0.831
S -7.241 -0.653 -2.251
O -6.527 -1.529 -3.149
O -6.674 0.594 -1.806
C -8.871 -0.352 -2.922
H -10.790 -1.268 -2.463
H -9.514 -2.412 -2.886
H -9.712 -0.770 -0.318
H -9.719 -2.524 -0.436
H -7.412 -1.136 0.076
H -7.373 -2.609 -0.924
H -8.825 -0.347 -4.009
H -9.206 0.619 -2.556
C -3.275 3.085 -1.616
C -2.604 3.104 -0.236
C -1.102 3.307 -0.459
S -0.941 4.218 -1.999
O -0.288 3.372 -2.966
O -0.481 5.555 -1.718
C -2.689 4.268 -2.382
H -4.360 3.156 -1.541
H -3.032 2.151 -2.131
H -3.005 3.933 0.351
H -2.796 2.188 0.321
H -0.646 3.881 0.344
H -0.582 2.357 -0.576
H -2.831 4.202 -3.458
H -3.082 5.214 -2.008
```

* gap between HOMO and LUMO: 4.0 eV
* E_HOMO: -2.644 eV
* E_LUMO: 1.342 eV
* charge: -1

(5)
# C2H8NS

A 2-piece molecular cluster, C2H8NS overall at a distorted geometry (ωB97M-V with the def2-TZVPD basis set, OMol25).

Structure (XYZ):
```
12
Properties=species:S:1:pos:R:3
S 2.622 0.259 -1.784
H 3.394 0.228 -0.669
C -0.563 0.819 -0.511
C -0.227 -0.103 0.660
N -1.303 -1.031 1.034
H -1.522 0.485 -0.961
H 0.195 0.794 -1.298
H -0.789 1.848 -0.211
H 0.006 0.534 1.517
H 0.727 -0.592 0.407
H -0.938 -1.756 1.638
H -1.602 -1.484 0.178
```

* gap between HOMO and LUMO: 6.8 eV
* E_HOMO: -2.567 eV
* E_LUMO: 4.196 eV
* charge: -1

(6)
# C33H24BrN6O7Re

C33H24BrN6O7Re as an isolated structure (ωB97M-V with the def2-TZVPD basis set, OMol25).

Structure (XYZ):
```
72
Properties=species:S:1:pos:R:3
Re -0.398 0.025 -0.012
O -0.316 4.142 0.111
C 0.241 3.121 -0.177
O -0.163 1.945 0.312
C 1.481 3.063 -1.046
C 2.651 2.310 -0.376
C 3.964 2.718 -1.044
C 3.825 2.017 -2.418
C 2.499 1.266 -2.246
O 2.480 0.956 -0.839
C 1.327 2.249 -2.374
C -0.024 1.570 -2.512
O -0.936 2.053 -3.118
O -0.105 0.347 -1.949
H 1.751 4.095 -1.258
H 2.642 2.329 0.712
H 4.079 3.798 -1.115
H 4.807 2.321 -0.482
H 3.783 2.716 -3.252
H 4.645 1.326 -2.601
H 2.394 0.350 -2.821
H 1.426 2.908 -3.234
C 0.542 -3.289 -2.683
C -0.176 -2.378 -1.930
N 0.395 -1.774 -0.887
C 1.679 -2.056 -0.613
C 2.386 -2.944 -1.416
N 1.823 -3.557 -2.442
C 2.150 -1.432 0.612
C 3.311 -1.749 1.290
C 3.527 -1.231 2.564
C 2.503 -0.484 3.141
C 1.360 -0.206 2.415
N 1.231 -0.599 1.133
C 0.132 0.380 2.939
C -0.031 0.918 4.210
N -1.192 1.389 4.630
C -2.206 1.343 3.772
C -2.070 0.831 2.494
N -0.906 0.324 2.085
C 4.766 -1.526 3.314
C 5.376 -2.773 3.244
C 6.535 -2.990 3.974
N 7.107 -2.064 4.737
C 6.522 -0.872 4.798
C 5.357 -0.555 4.116
H 0.074 -3.794 -3.517
H -1.197 -2.114 -2.162
H 3.431 -3.153 -1.225
H 4.042 -2.400 0.835
H 2.581 -0.167 4.171
H 0.801 0.973 4.900
H -3.159 1.735 4.102
H -2.888 0.854 1.789
H 4.950 -3.580 2.662
H 7.023 -3.957 3.946
H 7.007 -0.130 5.421
H 4.941 0.442 4.192
Br -7.629 0.745 -2.091
C -6.440 -0.415 -1.202
C -6.908 -1.618 -0.688
C -6.038 -2.482 -0.037
C -4.702 -2.151 0.102
C -4.250 -0.938 -0.413
C -5.111 -0.060 -1.069
C -2.847 -0.560 -0.277
O -1.959 -1.359 0.206
O -2.392 0.574 -0.604
H -7.952 -1.875 -0.799
H -6.411 -3.417 0.359
H -4.011 -2.815 0.602
H -4.737 0.873 -1.467
```

* gap between HOMO and LUMO (alpha / beta): 7.2 / 6.4 eV
* multiplicity: 2
* E_HOMO (alpha / beta): -11.327 / -11.013 eV
* E_LUMO (alpha / beta): -4.149 / -4.569 eV
* charge: +1

(7)
# C5H10O

One molecule with the formula C5H10O (ωB97M-V with the def2-TZVPD basis set, OMol25).

Structure (XYZ):
```
16
Properties=species:S:1:pos:R:3
O 0.216 0.332 2.474
C -0.499 0.934 1.413
C -0.478 -0.120 0.324
C -0.769 0.249 -1.141
C 0.360 -0.707 -1.534
C 0.982 -0.582 -0.141
H 0.872 -0.158 1.973
H -1.506 1.211 1.753
H 0.007 1.855 1.073
H -1.120 -0.955 0.651
H -0.512 1.297 -1.335
H -1.757 0.040 -1.562
H -0.039 -1.718 -1.649
H 0.977 -0.443 -2.387
H 1.718 0.243 -0.106
H 1.548 -1.478 0.194
```

* gap between HOMO and LUMO: 11.2 eV
* E_HOMO: -10.106 eV
* E_LUMO: 1.104 eV
* SMILES: OCC1CCC1

(8)
# C4H13NO2

A 3-piece molecular cluster, C4H13NO2 overall at a distorted geometry (ωB97M-V with the def2-TZVPD basis set, OMol25).

Structure (XYZ):
```
20
Properties=species:S:1:pos:R:3
C 1.317 -3.037 1.963
C 0.659 -2.160 1.246
N -0.343 -1.349 1.829
C -0.475 0.008 1.358
C 0.052 0.983 2.451
H 2.232 -3.629 1.751
H 0.919 -3.296 3.023
H 0.650 -2.180 0.172
H -0.295 -1.254 2.875
H -1.624 0.271 1.159
H 0.032 0.354 0.193
H 0.621 0.360 3.189
H -0.804 1.273 3.078
H 0.586 1.808 1.936
H 0.835 3.048 -4.995
H 0.714 2.679 -3.557
O 1.285 2.449 -4.405
H -1.448 1.015 -4.814
H -2.867 1.162 -4.264
O -2.046 1.492 -4.188
```

* gap between HOMO and LUMO (alpha / beta): 2.2 / 8.9 eV
* multiplicity: 2
* E_HOMO (alpha / beta): 1.036 / -5.672 eV
* E_LUMO (alpha / beta): 3.268 / 3.237 eV
* charge: -1

Energy relative to the best compared isomer or geometry (same formula, charge and spin) for every record listed, in sequence, given in kJ/mol: 278.5 540.6 69.4 57.5 34.0 30.4 132.0 276.9.
Calculated total energy for every record listed, in sequence, given in eV: -20720.7499 -6595.8628 -36934.5980 -114830.7198 -14529.7410 -130052.9320 -7393.3974 -9939.9270.